1.
C37H38MoN4OP2S2 as an isolated structure. Source: the OMol25 dataset; level of theory: ωB97M-V with the def2-TZVPD basis set.

Element x y z (Å)
Mo 0.2738 0.4867 -0.4596
N -0.1854 0.6102 -4.9797
C 0.0937 0.4175 -3.6535
S -0.1931 1.7417 -2.5618
N 0.5199 -0.7663 -3.2889
N 0.8589 -0.7116 -1.9705
C 1.0754 -1.7183 -1.1716
C 1.5654 -1.4081 0.1619
C 1.4960 -2.4579 1.1358
C 1.9390 -2.3006 2.4083
C 2.4855 -1.0630 2.8319
C 2.5688 -0.0267 1.9567
C 2.0909 -0.1466 0.6256
O 2.4156 0.8764 -0.2927
H -0.3380 1.5578 -5.2747
H 0.2933 0.0043 -5.6257
H 0.8002 -2.7442 -1.4212
H 1.1067 -3.4152 0.8069
H 1.8876 -3.1294 3.1034
H 2.8372 -0.9461 3.8483
H 3.0185 0.9139 2.2480
C -7.7630 2.0879 0.6258
S -6.9409 2.8542 2.0358
C -5.7626 1.5494 2.4519
C -4.6849 1.3311 1.4024
C -3.7170 0.2248 1.8348
N -2.4367 0.1909 1.1294
P -1.0106 1.0722 1.4976
C -1.5861 2.7750 1.8420
C -2.3029 3.1109 2.9932
C -2.8520 4.3744 3.1369
C -2.6809 5.3227 2.1346
C -1.9528 5.0066 0.9988
C -1.4072 3.7374 0.8538
C -0.5838 0.5177 3.1838
C -0.8590 -0.7851 3.5821
C -0.4619 -1.2415 4.8318
C 0.2327 -0.4028 5.6908
C 0.5351 0.8937 5.2917
C 0.1267 1.3494 4.0489
P -2.0765 -0.2607 -0.4680
C -2.3176 -2.0532 -0.6266
C -2.5710 -2.8740 0.4674
C -2.6124 -4.2535 0.3123
C -2.3937 -4.8193 -0.9351
C -2.1284 -4.0042 -2.0293
C -2.0874 -2.6277 -1.8771
C -3.4380 0.4304 -1.4616
C -3.4411 1.8088 -1.6684
C -4.5124 2.4218 -2.2945
C -5.5867 1.6599 -2.7371
C -5.5879 0.2861 -2.5463
C -4.5167 -0.3277 -1.9083
H -8.5774 2.7502 0.3370
H -8.1818 1.1204 0.9034
H -7.0894 1.9701 -0.2216
H -6.3158 0.6267 2.6503
H -5.3115 1.8659 3.3960
H -4.1438 2.2645 1.2433
H -5.1430 1.0633 0.4498
H -4.2077 -0.7475 1.7254
H -3.4882 0.3334 2.9001
H -2.4347 2.3779 3.7807
H -3.4168 4.6209 4.0271
H -3.1142 6.3085 2.2446
H -1.8083 5.7465 0.2217
H -0.8408 3.4715 -0.0332
H -1.3705 -1.4536 2.8990
H -0.6918 -2.2567 5.1303
H 0.5400 -0.7567 6.6666
H 1.0842 1.5521 5.9529
H 0.3580 2.3656 3.7503
H -2.7257 -2.4343 1.4447
H -2.8134 -4.8855 1.1681
H -2.4232 -5.8945 -1.0559
H -1.9416 -4.4423 -3.0013
H -1.8428 -1.9969 -2.7261
H -2.6048 2.4005 -1.3207
H -4.5068 3.4944 -2.4396
H -6.4220 2.1379 -3.2335
H -6.4238 -0.3100 -2.8899
H -4.5333 -1.3981 -1.7490
C 1.5900 2.0685 0.0416
H 1.8210 2.8193 -0.7086
H 1.8300 2.4136 1.0471

## Properties
orbital gap: 0.25628 Eh
ΔE to the lowest compared entry with this formula, charge and spin: 62.6 kJ/mol
HOMO: -6.534 eV
E_tot: -89097.80309 eV

Löwdin atomic charge list, values in e, 5 entries: number 1, Mo, carries 0.856; number 2, N, carries 0.052; number 3, C, carries -0.843; number 4, S, carries 0.626; number 5, N, carries -0.001

=====

2.
C37H39AsBClF4I2N2O6Sc as an isolated structure. Source: the OMol25 dataset; level of theory: ωB97M-V with the def2-TZVPD basis set.

Element x y z (Å)
Sc 1.6672 0.8288 -0.9080
C -0.2417 4.6138 -2.4053
C 0.4169 3.2611 -2.5477
O 0.9475 2.7560 -1.5276
C 0.4401 2.6125 -3.8205
C -0.1314 3.1691 -4.9835
C 0.0154 2.5676 -6.2019
C 0.7405 1.3715 -6.3071
C 1.2772 0.7780 -5.2023
C 1.1309 1.3588 -3.9153
O 1.6052 0.7719 -2.8804
H -0.0368 5.0176 -1.4162
H -1.3206 4.5030 -2.5174
H 0.1402 5.2989 -3.1576
H -0.6994 4.0820 -4.9050
H -0.4070 3.0167 -7.0881
H 0.8609 0.9083 -7.2756
H 1.8328 -0.1448 -5.2575
O 3.4909 -1.4342 1.0910
Cl 3.8821 -0.0978 1.0599
O 4.5074 0.2997 2.2555
O 4.7834 0.1538 -0.0336
O 2.7307 0.7451 0.8415
F 4.1737 -0.8139 -3.0784
B 3.3616 -1.6873 -2.4264
F 2.7043 -0.8455 -1.3266
F 2.3147 -2.1186 -3.1814
F 4.0193 -2.7002 -1.8227
C 0.5897 5.3954 2.1676
C 0.6859 4.1206 2.6963
C 1.4739 3.1868 2.0399
N 2.1201 3.4355 0.9095
C 2.0173 4.6581 0.4029
C 1.2779 5.6705 0.9966
H -0.0039 6.1560 2.6603
H 0.1559 3.8469 3.5953
H 1.6112 2.1984 2.4512
H 2.5716 4.8485 -0.5053
H 1.2366 6.6477 0.5398
I 4.3391 2.0084 -1.3179
I 4.3791 4.3555 -2.7920
C -5.6051 -3.0810 -1.9061
C -4.2567 -2.7317 -1.3482
C -3.2786 -2.1402 -2.1290
C -2.0278 -1.8314 -1.6150
C -1.0290 -1.2197 -2.5562
C -1.7126 -2.0977 -0.2687
As 0.2106 -1.5229 0.1712
N -0.0226 0.3156 0.2016
C -1.0502 0.9569 0.8300
C -1.9238 0.3221 1.7317
C -2.9663 0.9972 2.3269
C -3.1738 2.3463 2.0877
C -2.3070 3.0016 1.2275
C -1.2720 2.3325 0.6136
C 0.5576 -2.3576 1.9888
C 0.8520 -1.7155 3.1931
C 0.7660 -0.2291 3.3696
C 1.2443 -2.4540 4.3062
C 1.3746 -3.8273 4.2630
C 1.7665 -4.6212 5.4766
C 1.1382 -4.4601 3.0498
C 0.7623 -3.7519 1.9229
C 0.5772 -4.4961 0.6344
C -2.6981 -2.7077 0.5161
C -2.5288 -3.1085 1.9572
C -3.9439 -3.0068 -0.0296
H -5.6619 -2.8365 -2.9644
H -6.3869 -2.5350 -1.3787
H -5.8014 -4.1460 -1.7845
H -3.4873 -1.9220 -3.1694
H -1.4559 -1.0996 -3.5512
H -0.1349 -1.8462 -2.6388
H -0.7197 -0.2292 -2.2021
H -1.7518 -0.7212 1.9474
H -3.6297 0.4667 2.9991
H -3.9911 2.8774 2.5583
H -2.4487 4.0554 1.0205
H -0.6224 2.8718 -0.0617
H 0.8120 0.2777 2.4124
H 1.5942 0.1238 3.9854
H -0.1672 0.0585 3.8558
H 1.4574 -1.9261 5.2259
H 2.0798 -3.9632 6.2862
H 2.5838 -5.3041 5.2428
H 0.9229 -5.2230 5.8226
H 1.2680 -5.5329 2.9870
H 0.7054 -5.5678 0.7782
H 1.3178 -4.1471 -0.0897
H -0.4143 -4.3026 0.2190
H -1.5634 -2.8250 2.3621
H -2.6204 -4.1913 2.0476
H -3.3126 -2.6519 2.5620
H -4.6854 -3.4766 0.6058

## Properties
total charge: -1
orbital gap: 0.24415 Eh
ΔE to the lowest compared entry with this formula, charge and spin: 421.6 kJ/mol
HOMO: -5.198 eV
E_tot: -176082.88984 eV

Löwdin atomic charge list, values in e, 5 entries: number 1, Sc, carries 0.705; number 2, C, carries 0.013; number 3, C, carries -0.330; number 4, O, carries -0.125; number 5, C, carries -0.092

=====

3.
C37H39IrN4SSb2 as an isolated structure. Source: the OMol25 dataset; level of theory: ωB97M-V with the def2-TZVPD basis set.

Element x y z (Å)
Ir 0.5517 -0.2551 -0.2690
C -1.4034 4.7228 3.1190
C -1.1178 4.1987 1.7230
N 0.1830 3.5479 1.6729
C 0.5006 2.3982 1.0884
S -0.7314 1.5036 0.1107
N 1.7332 1.9832 1.1670
N 1.9761 0.7922 0.5486
C 3.1863 0.3274 0.5323
C 4.3563 1.0422 1.1096
C 3.3042 -0.9986 -0.0815
C 4.4962 -1.6977 -0.1609
C 4.5033 -2.9614 -0.7304
C 3.3163 -3.4945 -1.2056
C 2.1599 -2.7459 -1.0960
N 2.1444 -1.5272 -0.5492
H -2.3647 5.2349 3.1348
H -0.6446 5.4413 3.4322
H -1.4299 3.9104 3.8456
H -1.1478 5.0107 0.9922
H -1.8650 3.4688 1.4268
H 0.9560 4.0162 2.1268
H 4.1037 2.0757 1.3181
H 5.1980 1.0091 0.4180
H 4.6690 0.5665 2.0423
H 5.4062 -1.2595 0.2217
H 5.4257 -3.5211 -0.8024
H 3.2800 -4.4743 -1.6589
H 1.2108 -3.1196 -1.4554
C -2.9714 0.2005 -1.8003
C -2.6473 -1.2743 -2.0225
C -1.6800 -1.9284 -1.0439
Sb -2.5837 -2.1057 0.9147
C -3.6032 -3.9007 0.4519
C -2.8489 -5.0234 0.1126
C -3.4924 -6.1912 -0.2682
C -4.8798 -6.2380 -0.3161
C -5.6280 -5.1184 0.0126
C -4.9923 -3.9447 0.3976
C -1.0784 -2.7004 2.2818
C -1.1141 -3.9818 2.8241
C -0.1384 -4.3683 3.7339
C 0.8548 -3.4779 4.1121
C 0.8641 -2.1856 3.6021
C -0.1091 -1.7898 2.6985
Sb -3.5791 0.7561 0.1735
C -3.8930 2.8405 0.0066
C -4.4364 3.5329 1.0858
C -4.7268 4.8827 0.9565
C -4.4725 5.5357 -0.2428
C -3.9309 4.8423 -1.3159
C -3.6372 3.4895 -1.1970
C -5.5644 0.0696 0.3583
C -5.9711 -0.7148 1.4300
C -7.2979 -1.1150 1.5252
C -8.2059 -0.7299 0.5497
C -7.7996 0.0679 -0.5127
C -6.4798 0.4845 -0.6058
H -3.8108 0.4833 -2.4399
H -2.1303 0.8426 -2.0647
H -2.2640 -1.3852 -3.0397
H -3.5736 -1.8593 -1.9919
H -0.6987 -1.4198 -0.9890
H -1.4263 -2.9343 -1.3800
H -1.7653 -5.0006 0.1484
H -2.9104 -7.0660 -0.5260
H -5.3769 -7.1518 -0.6125
H -6.7084 -5.1556 -0.0296
H -5.5860 -3.0754 0.6470
H -1.8920 -4.6830 2.5507
H -0.1646 -5.3647 4.1542
H 1.6082 -3.7836 4.8259
H 1.6188 -1.4790 3.9230
H -0.1290 -0.7693 2.3387
H -4.6482 3.0298 2.0230
H -5.1594 5.4223 1.7888
H -4.7053 6.5873 -0.3439
H -3.7409 5.3506 -2.2519
H -3.2119 2.9653 -2.0432
H -5.2685 -1.0056 2.2048
H -7.6218 -1.7168 2.3642
H -9.2394 -1.0409 0.6230
H -8.5129 0.3747 -1.2659
H -6.1813 1.1299 -1.4247

## Properties
total charge: +2
orbital gap (alpha / beta): 0.16215 / 0.16182 Eh
ΔE to the lowest compared entry with this formula, charge and spin: 198.4 kJ/mol
HOMO (alpha / beta): -12.330 / -12.324 eV
E_tot: -71694.56285 eV

Löwdin atomic charge list, values in e, 5 entries: number 1, Ir, carries 0.697; number 2, C, carries -0.062; number 3, C, carries -0.246; number 4, N, carries 0.020; number 5, C, carries -0.637

=====

4.
A 2-piece molecular cluster, C37H39N3O6 overall. Source: the OMol25 dataset; level of theory: ωB97M-V with the def2-TZVPD basis set.

Element x y z (Å)
C 4.6333 6.5072 -0.3628
O 4.9186 5.0895 -0.2929
C 3.9359 4.2526 0.1376
C 4.1708 2.8657 -0.0173
C 3.1246 1.9825 0.1321
C 1.8808 2.4197 0.5905
C 0.7915 1.4074 0.9165
C 0.8859 0.9575 2.3137
C 0.1579 1.7518 3.2885
O -0.7784 2.4843 3.0124
O 0.5763 1.6856 4.5951
C 1.9005 1.2073 4.8904
C 2.9644 2.2567 4.6038
C 1.8920 0.8027 6.3666
O 2.1497 0.0159 4.1105
C 2.0528 0.2750 2.7528
O 2.9496 -0.0851 1.9941
C 1.6670 3.7710 0.8379
C 2.6790 4.6990 0.6144
H 5.5396 6.9265 -0.8012
H 3.7660 6.7138 -1.0107
H 4.4625 6.9212 0.6434
H 5.1594 2.5276 -0.3165
H 3.2860 0.9251 -0.0711
H -0.2004 1.8649 0.8177
H 0.9009 0.5450 0.2552
H 2.9877 2.5414 3.5437
H 2.7623 3.1421 5.2153
H 3.9470 1.8564 4.8793
H 1.0566 0.1217 6.5520
H 2.8306 0.3117 6.6383
H 1.7695 1.7002 6.9801
H 0.6943 4.0861 1.2225
H 2.4832 5.7588 0.7705
C -4.4484 -3.5410 -3.6416
N -3.4774 -2.5897 -3.1511
C -3.3207 -1.3600 -3.7268
O -3.9499 -0.9384 -4.6939
C -2.2342 -0.6171 -2.9419
C -2.7001 0.7292 -2.3721
C -3.2419 1.7077 -3.3978
C -4.5008 2.2926 -3.2183
C -5.0303 3.1329 -4.2017
C -4.2773 3.4356 -5.3422
C -3.0006 2.8829 -5.5025
C -2.4810 2.0277 -4.5244
N -1.8600 -1.6050 -1.9234
C -0.9178 -1.3392 -0.9975
C -0.4211 -2.2792 -0.0990
C 0.5243 -2.0627 0.8975
C 1.0929 -3.1480 1.6489
C 2.3575 -3.0049 2.2624
C 3.0160 -4.0651 2.8378
C 2.4247 -5.3342 2.8466
C 3.1641 -6.4320 3.3933
N 3.8279 -7.3019 3.8157
C 1.1382 -5.5049 2.3097
C 0.4662 -4.4257 1.7497
C -2.5478 -2.9080 -2.0793
C -3.3299 -3.3156 -0.8233
C -1.6264 -4.0546 -2.5434
H -5.0456 -3.0641 -4.4228
H -3.9604 -4.4386 -4.0448
H -5.1071 -3.8554 -2.8239
H -1.3763 -0.4328 -3.6166
H -3.4725 0.5292 -1.6146
H -1.8395 1.1873 -1.8567
H -5.0614 2.0659 -2.3091
H -6.0308 3.5454 -4.0731
H -4.6795 4.1097 -6.0976
H -2.4100 3.1025 -6.3905
H -1.4833 1.5965 -4.6302
H -0.5043 -0.3258 -1.0067
H -0.7811 -3.3005 -0.2121
H 0.9482 -1.0800 1.0673
H 2.8453 -2.0383 2.2671
H 4.0200 -3.9292 3.2408
H 0.6877 -6.5005 2.2997
H -0.5640 -4.5557 1.4004
H -4.1038 -2.5653 -0.6169
H -3.8024 -4.2904 -0.9943
H -2.6877 -3.3948 0.0553
H -1.4332 -3.9579 -3.6195
H -0.6698 -4.0646 -2.0178
H -2.1321 -5.0131 -2.3671

## Properties
orbital gap: 0.15500 Eh
ΔE to the lowest compared entry with this formula, charge and spin: 0.0 kJ/mol
HOMO: -6.789 eV
E_tot: -55755.38318 eV

Löwdin atomic charge list, values in e, 5 entries: number 1, C, carries -0.071; number 2, O, carries -0.105; number 3, C, carries -0.280; number 4, C, carries 0.000; number 5, C, carries -0.049

=====

5.
C37H39N4O6PRuSe2 as an isolated structure. Source: the OMol25 dataset; level of theory: ωB97M-V with the def2-TZVPD basis set.

Element x y z (Å)
Ru -0.1883 0.9616 0.4061
O 1.6880 0.9411 1.7780
C 1.9635 0.1356 2.6830
C 1.0754 -0.7494 3.3573
C 1.6205 -1.5821 4.3534
C 0.8034 -2.4229 5.0466
C -0.5831 -2.4657 4.8058
C -1.1348 -1.6658 3.8487
C -0.3267 -0.7859 3.0755
O -0.8719 -0.0643 2.1687
N 1.3797 -3.3018 6.0656
O 0.6160 -4.0030 6.6959
O 2.5818 -3.2534 6.2371
H 3.0105 0.1010 3.0214
H 2.6799 -1.5622 4.5739
H -1.1904 -3.1410 5.3919
H -2.1961 -1.6806 3.6376
Se -2.7672 1.5502 -0.1540
P -2.7191 -0.5401 -0.7133
Se -0.6280 -1.0671 -1.1653
C -3.3338 -1.6219 0.5978
C -4.4432 -1.2073 1.3313
C -4.9813 -2.0397 2.2994
C -4.4164 -3.2865 2.5370
C -3.3074 -3.6969 1.8113
C -2.7619 -2.8658 0.8438
C -3.6996 -0.8841 -2.1859
C -3.7942 -2.2042 -2.6262
C -4.5381 -2.4997 -3.7539
C -5.1919 -1.4829 -4.4413
C -5.1001 -0.1722 -4.0011
C -4.3523 0.1319 -2.8716
H -4.8777 -0.2306 1.1561
H -5.8411 -1.7137 2.8694
H -4.8404 -3.9360 3.2917
H -2.8597 -4.6635 2.0012
H -1.8832 -3.1797 0.2942
H -3.2918 -3.0004 -2.0890
H -4.6135 -3.5235 -4.0953
H -5.7756 -1.7177 -5.3216
H -5.6109 0.6190 -4.5331
H -4.2737 1.1559 -2.5297
C -1.2153 6.3682 0.1300
C -0.7853 5.4500 1.2684
C -1.7166 5.6223 2.4631
C 0.6613 5.7592 1.6642
N -0.9440 4.0805 0.7365
N -0.5018 3.0355 1.5932
H -1.1677 7.4109 0.4430
H -2.2359 6.1414 -0.1785
H -0.5572 6.2493 -0.7349
H -1.6881 6.6529 2.8177
H -1.4200 4.9879 3.3018
H -2.7427 5.3785 2.1859
H 0.7595 6.8099 1.9389
H 1.3442 5.5643 0.8338
H 0.9904 5.1809 2.5313
H -0.4125 3.9783 -0.1233
H -1.2201 2.8433 2.2843
H 0.3646 3.2590 2.0829
C 6.1586 -3.4836 0.0346
O 5.1981 -2.5384 -0.4352
C 4.4898 -2.8542 -1.5475
C 4.6479 -4.0064 -2.3009
C 3.8314 -4.2164 -3.4048
C 2.8536 -3.3002 -3.7522
C 2.6917 -2.1421 -3.0063
C 3.5212 -1.9116 -1.9208
N 3.3970 -0.8071 -1.0362
C 2.8109 0.3539 -1.1563
C 2.3957 1.0423 -2.3184
C 3.0662 0.9130 -3.5605
C 2.7932 1.7727 -4.5829
C 1.8341 2.7893 -4.3941
C 1.1747 2.9497 -3.2057
C 1.4248 2.0703 -2.1280
O 0.7803 2.2013 -1.0129
H 5.6797 -4.4354 0.2681
H 6.5819 -3.0542 0.9366
H 6.9469 -3.6292 -0.7046
H 5.3960 -4.7388 -2.0364
H 3.9620 -5.1154 -3.9920
H 2.2111 -3.4817 -4.6023
H 1.9122 -1.4403 -3.2617
H 3.8040 -1.0187 -0.1317
H 2.6838 0.8695 -0.2072
H 3.8333 0.1590 -3.6747
H 3.3195 1.6962 -5.5236
H 1.6209 3.4669 -5.2116
H 0.4417 3.7329 -3.0670

## Properties
2S+1: 6
total charge: +1
orbital gap (alpha / beta): 0.24589 / 0.23956 Eh
ΔE to the lowest compared entry with this formula, charge and spin: 17.6 kJ/mol
HOMO (alpha / beta): -10.189 / -10.805 eV
E_tot: -199802.35897 eV

Löwdin atomic charge list, values in e, 5 entries: number 1, Ru, carries 1.181; number 2, O, carries -0.126; number 3, C, carries -0.172; number 4, C, carries -0.120; number 5, C, carries 0.052